Record 1
Below is a single C4H5NO molecule, with properties calculated with ωB97M-V/def2-TZVPD.

As for the HOMO-LUMO gap: 10.593 eV. For the HOMO energy, the calculation gives -9.671 eV. As for the SMILES: Cc1cnoc1. The value obtained for the LUMO energy is 0.92 eV. The charge is 0.

Element x y z (Å)
C1 0.289 1.330 0.660
C2 -0.015 -0.032 0.119
C3 0.815 -0.750 -0.792
N1 0.220 -1.790 -1.304
O1 -1.024 -1.820 -0.724
C4 -1.145 -0.784 0.123
H1 -0.616 1.864 0.957
H2 0.980 1.325 1.509
H3 0.750 1.884 -0.156
H4 1.844 -0.531 -1.055
H5 -2.085 -0.725 0.654


Record 2
Below is a single C4H5NO molecule in a non-equilibrium geometry, with properties calculated with ωB97M-V/def2-TZVPD.

As for the HOMO-LUMO gap: 10.634 eV. For the HOMO energy, the calculation gives -10.147 eV. As for the SMILES: N#CCCC=O. The value obtained for the LUMO energy is 0.49 eV. The charge is 0.

Element x y z (Å)
N1 -1.850 0.231 2.053
C1 -1.059 -0.196 1.326
C2 -0.103 -0.911 0.471
C3 0.821 -0.005 -0.374
C4 0.026 1.099 -1.042
O1 -0.769 1.772 -0.436
H1 0.495 -1.540 1.138
H2 -0.688 -1.582 -0.168
H3 1.568 0.457 0.283
H4 1.373 -0.584 -1.125
H5 0.187 1.259 -2.125


Record 3
Below is 2 unconnected molecules or ions with the total composition C4H5NO, with properties calculated with ωB97M-V/def2-TZVPD.

As for the HOMO-LUMO gap: 10.475 eV. For the HOMO energy, the calculation gives -10.255 eV. As for the SMILES: C=CC#N.C=O. The value obtained for the LUMO energy is 0.22 eV. The charge is 0.

Element x y z (Å)
C1 -1.508 0.256 -0.708
C2 -1.272 -0.157 0.539
C3 -0.432 -1.291 0.829
N1 0.248 -2.205 1.028
H1 -2.163 1.097 -0.921
H2 -1.015 -0.179 -1.569
H3 -1.730 0.329 1.395
C4 1.940 0.511 -0.158
O1 1.455 1.535 -0.576
H4 2.108 0.332 0.921
H5 2.270 -0.301 -0.834


Record 4
Below is a single C4H5NO molecule in a non-equilibrium geometry, with properties calculated with ωB97M-V/def2-TZVPD.

As for the HOMO-LUMO gap: 9.691 eV. For the HOMO energy, the calculation gives -8.979 eV. As for the SMILES: C#CC(=C)NO. The value obtained for the LUMO energy is 0.71 eV. The charge is 0.

Element x y z (Å)
C1 2.623 -0.406 0.137
C2 1.430 -0.257 0.088
C3 0.017 -0.137 -0.092
C4 -0.830 -1.161 -0.159
N1 -0.419 1.224 0.091
O1 -1.699 1.340 -0.514
H1 3.675 -0.573 0.129
H2 -1.892 -0.993 -0.320
H3 -0.453 -2.146 0.067
H4 -0.577 0.821 1.062
H5 -1.874 2.291 -0.491


> Which of these has the highest HOMO?

number 4


> HOMO of number 2 (C4H5NO)?

-10.147 eV